# C3H13N2O

A cluster of 2 separate species, C3H13N2O in total in a non-equilibrium geometry (wB97M-V/def2-TZVPD, the Open Molecules 2025 dataset).

Computed properties:
⟨S²⟩: 0.754
HOMO-LUMO gap (spin up / spin down) (hartree): 0.4987 / 0.2612
Relative energy (zero: lowest compared OMol25 entry of this formula, charge and spin) (eV): 2.213
Spin multiplicity: 2
Strongest force on any atom (hartree/bohr): 0.116
Lowest unoccupied orbital energy (spin up / spin down) (eV): -7.4 / -13.8
Net charge: +2

Cartesian coordinates (Å):
1 C -0.746 -0.809 1.252
2 N 0.582 -0.561 1.903
3 C -1.181 0.391 0.309
4 N -0.070 0.752 -0.693
5 C -0.812 1.515 -1.777
6 H -0.567 -1.683 0.628
7 H -1.553 -1.121 1.966
8 H 0.795 -1.481 2.325
9 H 0.417 0.038 2.739
10 H -1.950 -0.143 -0.231
11 H -1.432 1.280 0.878
12 H 0.494 -0.107 -1.008
13 H 0.602 1.198 -0.057
14 H -0.690 1.092 -2.773
15 H -1.910 1.584 -1.671
16 H -0.495 2.547 -1.674
17 H 2.685 -0.797 -0.635
18 H 1.938 -1.840 -1.339
19 O 1.761 -1.073 -0.770

Results of the Mulliken charge analysis, in e, for atoms 1 through 6: -0.69, -0.13, -0.62, -0.12, -0.84, 0.42

# C25H7F7N5O2S2Ti

A structure of composition C25H7F7N5O2S2Ti in a non-equilibrium geometry (wB97M-V/def2-TZVPD, the Open Molecules 2025 dataset).

Computed properties:
HOMO-LUMO gap (spin up / spin down) (hartree): 0.2026 / 0.2027
Relative energy (zero: lowest compared OMol25 entry of this formula, charge and spin) (eV): 0.569
Spin multiplicity: 1
Strongest force on any atom (hartree/bohr): 0.021
Lowest unoccupied orbital energy (spin up / spin down) (eV): 0.7 / 0.7
Net charge: -1

Cartesian coordinates (Å):
1 Ti -0.753 0.240 -0.524
2 F 2.833 -3.417 -2.105
3 C 3.569 -2.439 -1.555
4 F 3.727 -2.730 -0.264
5 F 4.781 -2.493 -2.133
6 C 2.929 -1.091 -1.752
7 C 3.541 -0.113 -2.495
8 C 2.939 1.135 -2.698
9 C 1.715 1.354 -2.121
10 N 1.141 0.406 -1.364
11 C 1.686 -0.800 -1.153
12 S 0.646 -1.827 -0.246
13 H 4.505 -0.323 -2.939
14 H 3.414 1.906 -3.285
15 H 1.163 2.280 -2.217
16 O -2.678 2.887 -1.951
17 C -2.704 1.700 -1.851
18 O -1.537 0.952 -1.987
19 C -3.916 0.867 -1.618
20 C -5.109 1.443 -2.058
21 C -6.314 0.789 -1.907
22 C -6.328 -0.453 -1.281
23 C -5.156 -1.020 -0.821
24 C -3.923 -0.382 -0.982
25 S -2.527 -1.280 -0.337
26 H -5.059 2.423 -2.515
27 H -7.232 1.239 -2.258
28 H -7.263 -0.982 -1.143
29 H -5.184 -1.980 -0.320
30 F -1.265 -0.190 2.976
31 C 0.026 -0.041 2.658
32 C 0.923 -0.875 3.264
33 F 0.419 -1.778 4.119
34 C 2.320 -0.865 3.015
35 C 2.680 0.159 2.095
36 C 1.784 1.004 1.508
37 F 2.289 1.947 0.696
38 C 0.393 0.922 1.700
39 C -0.577 1.796 0.972
40 C -0.126 3.043 0.397
41 N 0.195 3.996 -0.162
42 C -1.954 1.874 1.404
43 N -3.097 1.876 1.551
44 F 3.974 0.340 1.784
45 C 3.238 -1.743 3.607
46 C 4.623 -1.754 3.272
47 N 5.754 -1.790 3.049
48 C 2.868 -2.717 4.580
49 N 2.627 -3.497 5.396

Results of the Mulliken charge analysis, in e, for atoms 1 through 6: 0.07, -0.25, 0.49, -0.14, -0.33, -0.16

# C6H13N2O4P

An isolated molecule of C6H13N2O4P in a non-equilibrium geometry (wB97M-V/def2-TZVPD, the Open Molecules 2025 dataset).

Computed properties:
HOMO-LUMO gap (hartree): 0.3581
Relative energy (zero: lowest compared OMol25 entry of this formula, charge and spin) (eV): 0.452
Spin multiplicity: 1
Strongest force on any atom (hartree/bohr): 0.029
Lowest unoccupied orbital energy (eV): 0.7

Cartesian coordinates (Å):
1 C -2.089 -1.799 1.191
2 N -0.743 -2.028 0.653
3 C -0.722 -1.774 -0.798
4 C 0.207 -1.323 1.390
5 O -0.036 -0.866 2.501
6 C 1.638 -1.256 0.863
7 O 1.828 -0.354 -0.231
8 C 2.025 0.931 0.121
9 O 2.428 1.288 1.205
10 N 1.795 1.826 -0.968
11 P 0.437 2.918 -0.812
12 C -0.770 2.190 -1.956
13 O -0.315 2.428 0.565
14 H -2.793 -2.196 0.467
15 H -2.289 -0.740 1.323
16 H -2.226 -2.345 2.113
17 H -1.178 -0.816 -1.022
18 H -1.325 -2.537 -1.280
19 H 0.272 -1.843 -1.209
20 H 2.279 -1.017 1.698
21 H 1.915 -2.240 0.498
22 H 2.615 2.418 -0.982
23 H -1.612 2.869 -2.024
24 H -0.295 2.132 -2.929
25 H -1.136 1.215 -1.657
26 H 0.089 2.919 1.283

Results of the Mulliken charge analysis, in e, for atoms 1 through 6: -0.93, -0.02, -0.94, 0.76, -0.60, -0.84

# C7H7N6

The ion C7H7N6 with charge -1 in a non-equilibrium geometry (wB97M-V/def2-TZVPD, the Open Molecules 2025 dataset).

Computed properties:
HOMO-LUMO gap (hartree): 0.3021
Relative energy (zero: lowest compared OMol25 entry of this formula, charge and spin) (eV): 0.000
Spin multiplicity: 1
Strongest force on any atom (hartree/bohr): 0.059
Lowest unoccupied orbital energy (eV): 3.3
Net charge: -1

Cartesian coordinates (Å):
1 C 2.272 -0.074 -0.202
2 C -2.380 -0.747 -0.446
3 C -1.208 -1.317 -0.201
4 C -2.467 0.643 0.114
5 C 0.874 0.199 -0.627
6 C -0.266 -0.394 0.473
7 C -1.066 0.887 0.719
8 N 4.298 -0.609 -0.293
9 N 3.242 -0.406 -1.062
10 N 2.710 -0.081 1.062
11 N 3.985 -0.422 0.956
12 N 0.560 1.583 -0.691
13 N -0.386 1.961 -0.020
14 H -3.217 -1.179 -0.972
15 H -0.904 -2.312 -0.480
16 H -2.682 1.384 -0.661
17 H -3.257 0.709 0.865
18 H 0.734 -0.234 -1.619
19 H 0.277 -0.795 1.324
20 H -1.120 1.204 1.762

Results of the Mulliken charge analysis, in e, for atoms 1 through 6: 0.02, -0.40, -0.75, -0.95, 0.68, -0.03

# C6H9N

A structure of composition C6H9N in a non-equilibrium geometry (wB97M-V/def2-TZVPD, the Open Molecules 2025 dataset).

Computed properties:
HOMO-LUMO gap (hartree): 0.3386
Relative energy (zero: lowest compared OMol25 entry of this formula, charge and spin) (eV): 5.908
Spin multiplicity: 1
Strongest force on any atom (hartree/bohr): 0.072
Lowest unoccupied orbital energy (eV): 1.0

Cartesian coordinates (Å):
1 C 1.804 0.722 -0.100
2 C 1.150 -0.475 0.465
3 C -0.375 -0.379 0.938
4 C -1.042 -1.131 -0.258
5 C -0.793 0.203 -0.964
6 C -0.910 0.890 0.327
7 N 1.237 -0.313 -0.951
8 H 2.884 0.903 -0.080
9 H 1.213 1.643 -0.024
10 H 1.668 -1.289 0.981
11 H -0.538 -0.650 1.986
12 H -0.466 -1.930 -0.709
13 H -2.073 -1.443 -0.048
14 H -0.943 0.597 -1.957
15 H -0.825 1.929 0.656
16 H -1.990 0.723 -0.261

Results of the Mulliken charge analysis, in e, for atoms 1 through 6: -0.19, -0.19, -0.16, -0.58, -0.32, -0.74

# C4H6NO3S

A cluster of 2 separate species, C4H6NO3S in total in a non-equilibrium geometry (wB97M-V/def2-TZVPD, the Open Molecules 2025 dataset).

Computed properties:
HOMO-LUMO gap (hartree): 0.2928
Relative energy (zero: lowest compared OMol25 entry of this formula, charge and spin) (eV): 2.341
Spin multiplicity: 1
Strongest force on any atom (hartree/bohr): 0.084
Lowest unoccupied orbital energy (eV): 3.7
Net charge: -1

Cartesian coordinates (Å):
1 C 0.850 -1.803 2.891
2 C 0.554 1.639 -1.038
3 C 0.452 0.470 -2.032
4 C 0.038 0.309 -0.556
5 N -0.065 -1.064 2.762
6 O -2.522 0.236 -1.145
7 O 1.859 -2.279 3.254
8 O -1.678 -1.020 0.755
9 S -1.717 0.327 0.095
10 H 1.645 1.956 -0.670
11 H -0.012 2.568 -1.081
12 H -0.377 0.500 -2.717
13 H 1.280 -0.104 -2.398
14 H -0.964 -1.180 1.963
15 H 0.657 -0.556 -0.084

Results of the Mulliken charge analysis, in e, for atoms 1 through 6: 0.50, -0.55, -0.53, 0.01, -0.53, -0.66

> Number 6 is which compound?

C4H6NO3S